[1]
Formula: C35H53BNO2
Source: OMol25
Level of theory: wB97M-V/def2-TZVPD

Output
LUMO ... -3.9 eV
Highest occupied orbital energy ... -10.8935 eV
Electronic energy ... -1595.37377 hartree
Orbital gap ... 7.01 eV

Geometry as ORCA input:
```
! wB97M-V def2-TZVPD RIJCOSX def2/J DEFGRID3
* xyz 1 1
C -3.671 4.916 2.807
C -2.227 4.514 2.433
C -2.240 3.086 1.847
C -1.831 1.973 2.825
C -2.582 1.957 4.175
C -4.000 1.337 4.065
C -4.126 -0.057 4.728
C -4.626 -1.133 3.718
C -3.385 -1.790 3.061
C -2.913 -3.093 3.739
C -2.019 -2.918 4.976
C -0.725 -2.109 4.738
C 0.104 -2.768 3.594
C 0.215 -1.777 2.409
C 0.164 -2.471 1.000
C 1.143 -1.775 0.100
N 2.425 -2.058 0.335
C 3.437 -1.501 -0.348
C 3.175 -0.602 -1.321
B 4.388 0.084 -2.097
O 4.312 1.435 -2.295
O 5.469 -0.661 -2.514
C 6.569 -0.325 -1.626
C 1.845 -0.300 -1.584
C 0.803 -0.873 -0.885
C -0.651 -0.519 -1.134
C -1.037 -0.271 -2.579
C -0.561 0.789 -3.317
C -0.916 1.007 -4.611
C -1.811 0.163 -5.227
C -2.316 -0.874 -4.503
C -1.939 -1.104 -3.203
C -2.584 -2.285 -2.502
H -4.282 4.891 1.901
H -3.722 5.873 3.325
H -4.100 4.165 3.474
H -1.787 5.244 1.755
H -1.651 4.512 3.365
H -1.501 3.071 1.034
H -3.199 2.864 1.371
H -2.084 1.019 2.333
H -0.749 1.945 2.992
H -2.676 2.978 4.549
H -1.953 1.424 4.894
H -4.683 2.006 4.593
H -4.269 1.331 3.005
H -4.809 -0.021 5.578
H -3.134 -0.377 5.045
H -5.232 -1.877 4.238
H -5.217 -0.670 2.927
H -3.568 -2.015 2.003
H -2.603 -1.025 3.077
H -3.801 -3.641 4.070
H -2.434 -3.706 2.970
H -1.695 -3.926 5.267
H -2.554 -2.513 5.838
H -0.978 -1.079 4.473
H -0.124 -2.047 5.646
H -0.299 -3.738 3.308
H 1.114 -2.936 3.977
H 1.200 -1.308 2.480
H -0.545 -0.998 2.416
H -0.841 -2.463 0.593
H 0.438 -3.524 1.120
H 2.656 -2.712 1.076
H 4.446 -1.776 -0.072
H 4.062 1.897 -1.486
H 6.893 0.695 -1.842
H 7.418 -0.967 -1.851
H 6.282 -0.450 -0.577
H 1.677 0.436 -2.356
H -0.904 0.383 -0.562
H -1.306 -1.295 -0.757
H 0.141 1.486 -2.868
H -0.532 1.855 -5.164
H -2.076 0.362 -6.257
H -3.021 -1.557 -4.963
H -3.400 -1.958 -1.850
H -3.059 -2.914 -3.255
H -1.871 -2.918 -1.969
C 5.538 1.977 -7.868
C 6.508 1.026 -7.582
C 6.510 0.384 -6.351
C 5.536 0.684 -5.409
C 4.563 1.634 -5.698
C 4.566 2.282 -6.925
H 5.539 2.480 -8.826
H 7.265 0.787 -8.318
H 7.271 -0.353 -6.127
H 5.528 0.185 -4.451
H 3.802 1.870 -4.964
H 3.811 3.026 -7.148
*
```

[2]
Formula: C35H53N4OP2PbS
Source: OMol25
Level of theory: wB97M-V/def2-TZVPD

Output
LUMO (alpha / beta) ... -2.7 / -2.6 eV
Highest occupied orbital energy (alpha / beta) ... -7.5632 / -8.2933 eV
Electronic energy ... -2933.06904 hartree
Orbital gap (alpha / beta) ... 4.89 / 5.68 eV

Geometry as ORCA input:
```
! wB97M-V def2-TZVPD RIJCOSX def2/J DEFGRID3
* xyz 1 1
C -1.615 -1.561 -2.102
C 0.582 -1.957 -1.870
C -1.660 -2.400 -3.223
C 0.606 -3.027 -2.808
C -0.587 -3.232 -3.508
H -2.566 -2.431 -3.818
H 1.498 -3.548 -3.076
H -0.621 -3.918 -4.349
N -0.572 -1.642 -1.258
P -2.922 -0.284 0.004
P 2.975 -0.657 -0.341
C -2.714 -0.562 -1.803
H -2.559 0.434 -2.250
H -3.649 -0.931 -2.232
C 1.734 -0.979 -1.740
H 2.606 -1.452 -2.387
C 4.464 0.206 -1.305
C 3.533 -1.616 1.273
C -3.680 1.444 0.121
C -4.027 -1.753 0.492
C 4.406 1.674 -0.837
H 4.543 1.781 0.251
H 5.198 2.230 -1.365
H 3.434 2.102 -1.117
C 5.802 -0.478 -0.998
H 6.119 -0.436 0.049
H 5.800 -1.531 -1.309
H 6.604 -0.002 -1.583
C 4.301 0.163 -2.833
H 5.057 0.834 -3.278
H 4.364 -0.860 -3.244
H 3.346 0.591 -3.141
C 4.344 -0.673 2.202
H 3.704 0.174 2.512
H 4.633 -1.238 3.114
H 5.262 -0.271 1.741
C 2.322 -2.083 2.116
H 1.834 -1.211 2.604
H 1.593 -2.655 1.513
H 2.693 -2.739 2.937
C 4.346 -2.865 0.846
H 5.273 -2.597 0.313
H 4.622 -3.454 1.749
H 3.728 -3.501 0.186
C -4.649 -1.452 1.865
H -5.214 -2.335 2.191
H -3.898 -1.230 2.637
H -5.364 -0.619 1.813
C -3.086 -2.971 0.563
H -2.613 -3.157 -0.409
H -2.293 -2.866 1.319
H -3.685 -3.858 0.813
C -5.136 -2.053 -0.531
H -5.788 -2.818 -0.080
H -5.756 -1.174 -0.760
H -4.730 -2.478 -1.461
C -2.839 2.454 -0.693
H -2.995 2.316 -1.775
H -3.201 3.459 -0.422
H -1.762 2.381 -0.466
C -3.709 1.872 1.604
H -2.696 1.986 2.011
H -4.196 2.852 1.655
H -4.267 1.179 2.246
C -5.101 1.401 -0.448
H -5.122 1.065 -1.490
H -5.802 0.797 0.137
H -5.485 2.427 -0.443
Pb -0.324 0.039 1.180
C -0.762 -2.407 3.132
O -0.705 -3.227 3.930
N 1.003 0.806 -0.371
C 1.357 0.399 -1.634
C 1.101 1.405 -2.751
C 0.844 2.798 -2.581
C 1.016 0.864 -4.022
C 0.674 3.599 -3.709
H 0.779 3.224 -1.565
C 0.826 1.690 -5.123
H 1.064 -0.219 -4.130
C 0.645 3.060 -4.995
H 0.597 4.673 -3.607
H 0.873 1.247 -6.093
H 0.542 3.709 -5.872
C -0.049 0.357 5.229
N -0.338 1.762 4.886
C -1.043 2.666 5.663
C -1.017 3.882 5.011
N -0.306 3.671 3.844
C 0.141 2.386 3.779
S 1.250 1.699 2.704
H -0.701 -0.310 4.628
H 1.016 0.157 5.005
H -0.258 0.252 6.308
H -1.473 2.371 6.578
H -1.427 4.814 5.303
H -0.093 4.376 3.150
*
```

[3]
Formula: C35H53N4OP2Pd
Source: OMol25
Level of theory: wB97M-V/def2-TZVPD

Output
<S²> ... 2.01
LUMO (alpha / beta) ... -1.8 / -2.9 eV
Highest occupied orbital energy (alpha / beta) ... -8.8740 / -9.7075 eV
Electronic energy ... -2470.07917 hartree
Orbital gap (alpha / beta) ... 7.05 / 6.80 eV

Geometry as ORCA input:
```
! wB97M-V def2-TZVPD RIJCOSX def2/J DEFGRID3
* xyz 1 3
C 2.079 -2.017 -1.017
C 1.724 0.101 -1.938
C 3.009 -2.338 -2.014
C 2.582 -0.184 -3.006
C 3.255 -1.406 -3.018
H 3.484 -3.315 -1.981
H 2.712 0.565 -3.788
H 3.960 -1.626 -3.819
N 1.553 -0.796 -0.950
P -0.046 -2.616 0.703
P 0.870 2.115 -0.159
C 1.625 -3.036 0.024
H 1.631 -4.045 -0.415
H 2.347 -3.051 0.855
C 0.947 1.356 -1.829
H 1.071 2.053 -2.651
C -0.403 3.534 -0.328
C 2.611 2.835 0.035
C -1.237 -3.383 -0.556
C -0.068 -3.552 2.343
C -1.746 3.083 0.268
H -1.653 2.851 1.334
H -2.470 3.905 0.153
H -2.152 2.203 -0.241
C 0.056 4.759 0.474
H 0.204 4.518 1.534
H 0.970 5.211 0.070
H -0.738 5.519 0.414
C -0.642 3.941 -1.791
H -1.323 4.806 -1.784
H 0.269 4.253 -2.313
H -1.128 3.144 -2.364
C 2.726 3.379 1.481
H 2.118 2.805 2.195
H 3.773 3.299 1.805
H 2.439 4.434 1.548
C 3.666 1.730 -0.145
H 3.521 0.900 0.552
H 3.687 1.344 -1.170
H 4.651 2.175 0.064
C 2.875 3.936 -1.020
H 2.086 4.050 -1.773
H 3.038 4.909 -0.537
H 3.799 3.701 -1.568
C -1.476 -3.491 2.957
H -1.405 -3.811 4.008
H -1.888 -2.472 2.949
H -2.180 -4.170 2.459
C 0.905 -2.861 3.313
H 1.936 -2.848 2.941
H 0.588 -1.841 3.553
H 0.904 -3.437 4.252
C 0.370 -5.019 2.184
H 0.677 -5.386 3.174
H -0.447 -5.667 1.847
H 1.228 -5.144 1.511
C -0.986 -2.813 -1.949
H -1.593 -3.379 -2.679
H -1.307 -1.764 -2.010
H 0.066 -2.881 -2.263
C -2.677 -3.018 -0.152
H -2.806 -1.928 -0.111
H -3.355 -3.418 -0.921
H -2.973 -3.452 0.810
C -1.090 -4.909 -0.660
H -0.066 -5.214 -0.913
H -1.421 -5.437 0.241
H -1.741 -5.243 -1.483
Pd 0.012 -0.177 0.710
C 1.518 -0.046 1.846
O 2.425 -0.015 2.557
N -1.299 0.188 -0.917
C -0.858 0.698 -1.953
C -1.432 0.816 -3.302
C -2.818 0.656 -3.325
C -0.714 1.033 -4.488
C -3.518 0.792 -4.524
H -3.318 0.433 -2.379
C -1.414 1.161 -5.692
H 0.376 1.085 -4.473
C -2.813 1.052 -5.709
H -4.605 0.695 -4.522
H -0.866 1.347 -6.619
H -3.358 1.164 -6.648
C -1.160 1.823 5.841
N -1.408 1.169 4.566
C -2.598 0.602 4.128
C -2.350 0.101 2.876
N -1.029 0.364 2.571
C -0.481 1.013 3.592
H -2.076 1.806 6.441
H -0.358 1.307 6.390
H -0.848 2.866 5.684
H -3.500 0.602 4.711
H -3.023 -0.397 2.195
H 0.516 1.418 3.708
*
```

[4]
Formula: C35H54NO18P
Source: OMol25
Level of theory: wB97M-V/def2-TZVPD

Output
LUMO ... 0.2 eV
Highest occupied orbital energy ... -7.4639 eV
Electronic energy ... -3116.59023 hartree
Orbital gap ... 7.66 eV

Geometry as ORCA input:
```
! wB97M-V def2-TZVPD RIJCOSX def2/J DEFGRID3
* xyz 0 1
C 4.446 4.193 4.614
C 3.417 3.849 3.515
N 4.101 3.234 2.368
P 3.040 2.223 1.424
C 3.547 2.598 -0.300
C 3.583 0.506 1.822
C 2.982 -0.528 0.852
C 3.657 -1.872 1.063
C 3.096 -2.755 1.949
C 3.726 -3.964 2.150
C 4.886 -4.234 1.486
C 5.439 -3.351 0.597
C 4.814 -2.146 0.376
H 5.408 4.411 4.149
H 4.590 3.332 5.270
H 4.092 5.040 5.205
H 2.880 4.739 3.164
H 2.713 3.144 3.959
H 4.547 3.925 1.777
H 4.572 2.277 -0.528
H 2.843 2.185 -1.025
H 3.573 3.690 -0.364
H 3.338 0.229 2.849
H 4.676 0.458 1.716
H 3.087 -0.212 -0.191
H 1.909 -0.642 1.021
H 2.175 -2.496 2.462
H 3.295 -4.657 2.863
H 5.383 -5.185 1.654
H 6.365 -3.544 0.068
H 5.186 -1.397 -0.314
C 0.414 0.489 -5.958
C 0.938 1.650 -5.149
C 1.785 1.248 -3.969
O 1.604 2.356 -3.077
C 0.387 2.900 -3.358
O -0.153 3.716 -2.686
O -0.122 2.374 -4.500
H -0.230 0.844 -6.762
H 1.238 -0.078 -6.394
H -0.189 -0.177 -5.346
H 1.468 2.352 -5.799
H 2.836 1.127 -4.223
H 1.428 0.342 -3.472
C -1.369 1.228 5.106
C -0.354 0.148 4.830
C 0.547 0.420 3.653
O 0.898 -0.912 3.235
C -0.125 -1.722 3.603
O -0.246 -2.849 3.236
O -0.989 -1.079 4.421
H -2.015 0.940 5.935
H -0.875 2.166 5.358
H -2.013 1.387 4.240
H 0.226 -0.063 5.733
H 1.435 0.987 3.920
H 0.041 0.920 2.825
C -1.229 -5.168 1.405
C -2.289 -4.384 0.678
C -3.698 -4.863 0.907
O -4.362 -4.437 -0.290
C -3.421 -4.393 -1.272
O -3.664 -4.254 -2.427
O -2.177 -4.530 -0.753
H -0.239 -4.790 1.151
H -1.364 -5.086 2.482
H -1.248 -6.222 1.122
H -2.188 -3.321 0.913
H -4.157 -4.409 1.784
H -3.778 -5.950 0.980
C 5.925 8.607 -1.958
C 5.587 7.138 -1.906
C 4.450 6.788 -0.979
O 4.760 5.433 -0.627
C 6.112 5.292 -0.728
O 6.717 4.352 -0.330
O 6.663 6.372 -1.336
H 6.784 8.777 -2.607
H 5.082 9.184 -2.337
H 6.195 8.979 -0.969
H 5.405 6.758 -2.915
H 3.477 6.849 -1.461
H 4.438 7.389 -0.066
C -5.220 -1.615 -3.082
C -4.226 -1.370 -4.189
C -2.905 -0.802 -3.733
O -2.463 -0.098 -4.901
C -3.577 0.269 -5.593
O -3.578 1.021 -6.510
O -4.679 -0.342 -5.086
H -6.163 -1.977 -3.491
H -4.839 -2.355 -2.377
H -5.439 -0.691 -2.544
H -4.083 -2.284 -4.773
H -2.190 -1.573 -3.451
H -3.004 -0.085 -2.914
C -9.324 -4.591 -0.448
C -8.628 -3.733 0.578
C -7.854 -4.501 1.618
O -7.870 -3.601 2.731
C -8.993 -2.842 2.615
O -9.410 -2.123 3.462
O -9.573 -3.025 1.398
H -9.902 -3.972 -1.134
H -8.600 -5.167 -1.025
H -10.026 -5.277 0.029
H -7.995 -2.993 0.080
H -6.834 -4.717 1.304
H -8.342 -5.432 1.919
*
```